A 2-piece molecular cluster, C21H29N5O3 overall in a non-equilibrium geometry. Source: OMol25; level of theory: wB97M-V/def2-TZVPD.

Geometry as XYZ:
```
58
Properties=species:S:1:pos:R:3:forces:R:3
C -1.727 2.314 3.198 -0.3 -0.1 -0.1
N -0.378 2.773 3.269 -0.2 -0.2 0.4
C -0.033 4.162 3.354 -0.3 0.5 -0.1
C 1.483 4.139 3.505 0.3 0.3 0.1
N 1.810 2.745 3.374 0.2 -0.2 -0.2
C 3.148 2.271 3.524 0.3 -0.1 0.1
C 0.712 1.952 3.175 -0.3 -1.6 -1.0
C 0.659 0.608 2.814 0.3 2.0 1.0
H -1.836 1.380 3.760 0.0 0.1 0.0
H -2.386 3.066 3.647 0.1 -0.2 -0.1
H -2.060 2.121 2.167 0.0 0.1 0.1
H -0.322 4.711 2.444 0.0 -0.1 0.1
H -0.530 4.649 4.201 0.0 0.0 0.0
H 1.971 4.729 2.718 0.0 0.0 0.1
H 1.807 4.553 4.469 0.0 -0.1 0.0
H 3.262 1.312 3.017 0.1 0.2 0.0
H 3.847 2.997 3.090 -0.1 -0.2 0.0
H 3.424 2.131 4.581 0.0 0.0 -0.1
H 1.578 0.040 2.729 -0.3 -0.1 0.2
H -0.313 0.127 2.815 0.3 -0.1 -0.1
C -3.315 2.638 -4.233 0.2 -0.3 0.2
N -2.023 1.979 -4.210 0.0 0.9 -0.4
C -1.445 1.810 -5.531 0.0 -0.1 0.4
C -1.591 1.251 -3.088 0.3 -0.7 0.8
C -2.146 -0.016 -2.778 0.3 0.6 -0.2
C -1.658 -0.753 -1.717 0.4 0.1 0.6
C -0.609 -0.254 -0.899 -0.7 0.8 -0.8
C 0.024 -1.076 0.113 0.2 -1.1 -0.3
C 0.356 -2.397 -0.034 -0.1 0.6 -0.2
C 0.804 -3.122 1.163 0.5 -0.1 1.4
O 0.830 -2.631 2.295 -0.1 -0.7 -1.5
N 1.233 -4.452 0.984 -0.2 0.4 -0.7
C 1.685 -5.173 2.147 0.1 -0.1 0.5
C 1.288 -5.132 -0.235 0.0 -0.4 -0.2
O 1.714 -6.281 -0.355 -0.6 1.6 0.3
N 0.812 -4.428 -1.344 0.2 0.4 0.9
C 0.938 -5.171 -2.575 0.1 -0.3 -0.5
C 0.440 -3.066 -1.352 -0.4 -0.1 -1.5
O 0.217 -2.518 -2.434 0.5 -0.8 1.4
C -0.180 1.080 -1.111 0.3 -0.9 0.3
C -0.604 1.788 -2.221 -0.8 0.0 -0.6
H -3.675 2.791 -3.210 0.0 0.0 -0.2
H -3.208 3.614 -4.726 -0.1 -0.1 0.1
H -4.061 2.054 -4.795 -0.1 0.1 0.1
H -0.465 1.326 -5.458 -0.2 0.1 0.0
H -2.098 1.206 -6.184 0.2 0.0 0.0
H -1.327 2.799 -5.998 0.1 -0.2 0.0
H -2.918 -0.434 -3.432 0.2 0.2 0.3
H -2.087 -1.732 -1.488 0.2 0.3 -0.2
H 0.294 -0.614 1.058 -0.2 0.0 -0.1
H 1.992 -6.159 1.809 0.0 0.1 0.2
H 2.523 -4.638 2.597 -0.1 -0.1 0.1
H 0.863 -5.243 2.863 0.2 0.0 0.1
H 0.531 -4.592 -3.397 0.0 0.1 0.1
H 1.994 -5.399 -2.750 -0.2 0.0 -0.1
H 0.405 -6.117 -2.462 0.1 0.1 -0.1
H 0.555 1.502 -0.417 -0.2 -0.1 -0.3
H -0.205 2.780 -2.447 -0.2 -0.3 0.1
```
Forces are in eV/Å.

The calculation puts the gap between HOMO and LUMO at 0.2378 Ha. The spin multiplicity is 1. Its SMILES is CN1C(=O)C(=Cc2ccc(N(C)C)cc2)C(=O)N(C)C1=O.C=C1N(C)CCN1C. The value obtained for the HOMO energy is -7.2 eV.

These are the Löwdin partial charges, in e, on atoms 1 to 5: number 1, C, carries -0.059; number 2, N, carries -0.149; number 3, C, carries -0.136; number 4, C, carries -0.135; number 5, N, carries -0.145

***

C21H29N6Se3SnTe2 as an isolated structure. Source: OMol25; level of theory: wB97M-V/def2-TZVPD.

Geometry as XYZ:
```
62
Properties=species:S:1:pos:R:3:forces:R:3
Sn 0.131 -0.458 0.397 -0.2 -0.2 0.1
Se 0.272 2.584 0.906 0.0 0.1 0.1
Se -1.604 3.682 0.518 0.0 0.0 0.0
Te -2.292 3.198 -1.916 -0.1 0.1 0.0
Se -0.674 1.643 -2.579 0.1 -0.1 0.0
N -2.823 0.039 3.778 0.1 0.0 0.0
C -1.581 -0.207 3.345 0.1 0.0 0.1
N -1.492 -0.199 2.028 0.0 0.0 0.1
C -2.790 0.067 1.570 0.0 0.0 0.0
C -3.295 0.164 0.272 0.0 0.0 0.0
C -4.641 0.432 0.139 0.0 0.0 0.0
C -5.475 0.602 1.258 0.0 0.0 0.0
C -4.992 0.497 2.543 0.1 0.0 0.0
C -3.632 0.224 2.669 -0.1 0.0 0.0
H -3.105 0.076 4.746 0.0 0.0 0.0
H -0.771 -0.396 4.029 0.0 0.0 0.0
H -2.676 0.014 -0.604 0.0 0.0 0.0
H -5.077 0.498 -0.848 0.0 0.0 0.0
H -6.525 0.808 1.105 0.0 0.0 0.0
H -5.637 0.614 3.403 0.0 0.0 0.0
N 2.939 -1.706 -5.456 0.0 -0.1 -0.1
C 3.065 -0.711 -4.323 0.0 0.0 -0.1
C 2.167 -1.086 -3.142 -0.1 0.0 0.0
N 2.320 -0.189 -2.009 0.2 0.1 0.0
H 3.532 -1.442 -6.248 0.0 0.0 0.0
H 1.980 -1.766 -5.806 0.0 0.0 0.0
H 3.220 -2.646 -5.168 0.0 0.0 0.0
H 2.800 0.258 -4.746 0.0 0.0 0.1
H 4.119 -0.694 -4.047 0.0 0.0 0.0
H 2.379 -2.107 -2.810 0.0 0.0 0.0
H 1.119 -1.060 -3.456 0.0 0.0 0.0
H 2.067 0.764 -2.257 0.0 0.0 0.0
H 3.281 -0.164 -1.682 0.0 -0.1 0.0
N 1.175 -3.326 0.461 0.0 0.0 0.0
N 0.027 -2.844 1.198 0.2 0.0 -0.1
H 1.102 -4.332 0.329 0.0 0.0 0.0
H 1.980 -3.179 1.065 0.0 0.0 0.0
H -0.004 -3.251 2.132 -0.1 0.1 0.0
H -0.803 -3.161 0.705 0.0 0.0 0.0
Te 2.782 -0.116 1.814 -0.1 0.0 -0.3
C 2.941 -1.886 2.931 0.0 0.0 0.2
C 4.079 -2.663 2.740 0.0 -0.1 0.0
C 4.246 -3.822 3.489 0.0 0.0 0.0
C 3.293 -4.191 4.424 0.0 0.0 0.0
C 2.160 -3.409 4.615 0.0 0.0 0.0
C 1.979 -2.256 3.867 0.0 0.0 0.0
C 2.796 1.372 3.282 0.0 0.0 0.2
C 1.732 1.575 4.154 0.0 0.0 0.0
C 1.840 2.534 5.147 0.0 0.0 0.0
C 3.002 3.287 5.261 0.0 0.0 0.0
C 4.051 3.093 4.378 0.1 0.0 -0.1
C 3.957 2.132 3.380 0.0 0.0 0.0
H 4.842 -2.372 2.030 0.0 0.0 0.0
H 5.134 -4.424 3.352 0.0 0.0 0.0
H 3.436 -5.083 5.017 0.0 0.0 0.0
H 1.424 -3.694 5.355 0.0 0.0 0.0
H 1.100 -1.644 4.027 0.0 0.0 0.0
H 0.820 1.007 4.051 0.0 0.0 0.0
H 1.019 2.698 5.832 0.0 0.0 0.0
H 3.085 4.031 6.041 0.0 0.0 0.0
H 4.951 3.686 4.465 0.0 0.0 0.0
H 4.785 1.983 2.700 0.0 0.0 0.0
```
Forces are in eV/Å.

The calculation puts the gap between HOMO and LUMO (alpha / beta) at 0.2089 / 0.2314 Ha. As for the charge: +3. The spin multiplicity is 1. The value obtained for the HOMO energy (alpha / beta) is -15.4 / -15.6 eV.

These are the Löwdin partial charges, in e, on atoms 1 to 5: number 1, Sn, carries 0.865; number 2, Se, carries 0.040; number 3, Se, carries 0.046; number 4, Te, carries 0.538; number 5, Se, carries -0.124

***

C21H30BiN4O as an isolated structure in a non-equilibrium geometry. Source: OMol25; level of theory: wB97M-V/def2-TZVPD.

Geometry as XYZ:
```
57
Properties=species:S:1:pos:R:3:forces:R:3
Bi -0.669 -0.046 0.875 -6.1 3.6 -5.6
C -0.599 0.682 3.781 -0.3 -0.2 -0.2
C -0.949 -0.839 3.724 -0.1 0.5 -0.1
N -1.775 -1.186 2.542 1.4 -3.0 2.5
C -1.717 -2.657 2.255 0.2 0.3 -0.1
C -0.379 -3.050 1.614 0.5 0.2 0.1
C 0.207 -4.278 1.683 0.2 0.2 0.0
C 1.480 -4.466 1.078 0.1 -0.3 -0.1
C 2.132 -3.369 0.431 -0.1 0.0 0.2
C 1.510 -2.159 0.381 -0.3 -0.2 0.4
C 2.097 -0.919 -0.319 -0.4 0.1 0.1
N 1.441 0.405 -0.003 4.3 -1.5 0.9
C 2.106 1.162 1.075 -0.2 0.2 -0.3
C 1.510 0.866 2.468 0.6 0.6 0.1
N 0.063 1.193 2.539 1.7 -0.9 2.4
N 0.247 -2.017 0.923 1.5 -3.1 1.0
H 0.028 0.882 4.659 0.1 -0.1 -0.1
H -1.521 1.241 3.916 -0.1 0.1 -0.3
H -1.486 -1.112 4.639 0.2 0.2 0.2
H -0.015 -1.411 3.723 -0.2 -0.2 -0.3
H -2.712 -0.853 2.679 -0.4 0.6 -0.6
H -2.525 -2.892 1.553 0.0 0.2 0.1
H -1.886 -3.245 3.166 0.0 -0.1 -0.1
H -0.283 -5.094 2.202 0.0 0.0 0.0
H 1.963 -5.432 1.122 0.0 0.0 0.0
H 3.109 -3.501 -0.019 0.1 0.0 0.0
H 1.978 -1.076 -1.391 -0.1 0.1 -0.1
H 3.175 -0.878 -0.128 0.0 0.0 0.0
H 1.385 0.949 -0.830 -0.4 0.7 -0.6
H 1.981 2.226 0.865 -0.2 0.0 -0.1
H 3.190 0.981 1.093 0.0 -0.2 0.2
H 2.057 1.457 3.213 0.1 -0.1 0.0
H 1.683 -0.191 2.695 -0.3 0.0 0.1
H -0.121 2.173 2.401 -0.3 0.3 -0.4
C -2.737 1.708 -1.862 0.0 0.1 -0.8
C -1.279 2.182 -1.860 0.1 0.2 1.5
C -1.228 3.649 -2.319 -0.2 0.0 -0.2
C -0.779 2.109 -0.353 0.9 0.9 -1.4
C -0.405 1.391 -2.834 -0.3 0.1 0.5
C 0.945 1.713 -2.986 0.2 0.1 -0.1
C 1.760 1.029 -3.875 0.0 0.1 0.1
C 1.241 -0.004 -4.640 0.1 -0.2 -0.2
C -0.094 -0.337 -4.505 0.0 0.0 0.0
C -0.906 0.356 -3.613 0.0 -0.3 -0.2
H -3.320 2.312 -1.179 0.0 0.0 0.3
H -2.817 0.678 -1.535 0.0 -0.1 0.2
H -3.185 1.799 -2.865 0.0 0.0 0.0
H -1.852 4.264 -1.677 -0.1 0.0 0.1
H -1.591 3.747 -3.349 0.0 0.0 -0.1
H -0.217 4.047 -2.276 0.1 0.0 0.0
H -1.429 2.764 0.237 -0.2 0.1 -0.2
H 1.376 2.521 -2.401 -0.2 0.0 0.0
H 2.805 1.302 -3.971 0.0 0.0 0.0
H 1.874 -0.543 -5.335 0.0 0.0 0.0
H -0.511 -1.142 -5.099 0.0 0.0 0.0
H -1.944 0.062 -3.544 0.0 0.1 0.1
O -2.411 0.848 1.236 -2.0 0.7 0.9
```
Forces are in eV/Å.

The calculation puts the gap between HOMO and LUMO (alpha / beta) at 0.1483 / 0.1633 Ha. As for the charge: -1. The spin multiplicity is 1. The value obtained for the HOMO energy (alpha / beta) is -1.2 / -1.6 eV.

These are the Löwdin partial charges, in e, on atoms 1 to 5: number 1, Bi, carries 1.607; number 2, C, carries -0.178; number 3, C, carries -0.200; number 4, N, carries -0.218; number 5, C, carries -0.151

***

C21H30CdN6O5Si2Te as an isolated structure in a non-equilibrium geometry. Source: OMol25; level of theory: wB97M-V/def2-TZVPD.

Geometry as XYZ:
```
66
Properties=species:S:1:pos:R:3:forces:R:3
Cd -5.522 -8.387 15.018 -0.3 -0.3 1.3
O -7.884 -7.838 21.106 -0.7 0.2 0.1
C -7.563 -8.115 19.818 1.1 -0.3 0.8
C -8.239 -7.596 18.720 -0.4 0.0 -1.3
C -7.602 -7.728 17.477 -0.9 -0.1 0.6
N -6.448 -8.388 17.321 -1.6 1.8 -2.0
C -5.884 -8.930 18.334 0.6 -1.7 2.4
C -6.407 -8.893 19.651 0.6 0.7 -1.5
C -4.593 -9.644 17.978 1.3 -0.3 -0.8
O -3.753 -9.827 18.867 -0.2 0.0 0.4
O -4.383 -9.899 16.737 -1.0 0.0 0.6
C -8.295 -7.220 16.204 2.8 -1.6 -1.2
O -9.381 -6.733 16.271 -1.7 0.9 0.2
O -7.604 -7.471 15.115 -0.2 0.4 0.4
H -8.514 -7.101 21.148 0.1 -0.4 -0.1
H -9.277 -7.180 18.708 1.2 -0.1 0.3
H -5.770 -9.303 20.437 -0.6 0.2 0.0
N -1.621 -6.939 16.702 0.2 0.4 0.6
C -2.531 -7.924 16.640 0.4 -0.6 0.2
N -3.387 -7.636 15.663 -0.1 0.0 -0.1
C -2.975 -6.444 15.158 2.0 -1.3 3.1
N -1.911 -5.984 15.819 -0.1 0.6 -1.1
C -3.561 -5.784 14.059 -1.1 0.7 -1.5
C -3.082 -4.532 13.705 -0.5 0.3 -1.6
N -3.601 -3.885 12.646 0.3 -0.1 0.1
C -4.560 -4.483 11.931 0.2 -0.5 1.4
C -5.045 -5.744 12.316 0.4 -0.1 -0.1
N -4.549 -6.405 13.379 -0.1 0.7 -0.2
H -0.810 -6.779 17.344 -1.4 -0.5 -0.9
H -2.470 -8.814 17.286 -0.4 0.5 -0.5
H -2.217 -4.099 14.199 -0.4 0.1 0.1
H -4.982 -3.943 11.094 0.1 -0.1 0.0
H -5.808 -6.224 11.697 0.1 0.0 0.5
C -4.231 -10.525 9.870 -0.1 -0.6 -0.4
Si -5.236 -11.995 10.639 0.8 0.5 0.5
C -7.048 -11.736 10.244 0.2 -0.6 -0.8
C -4.531 -13.717 10.143 -1.5 0.7 -0.4
C -4.988 -11.816 12.570 0.3 1.2 -1.2
Te -6.497 -10.703 13.623 0.0 -0.9 0.6
C -6.539 -12.127 15.325 0.0 0.8 0.1
Si -8.332 -12.678 15.635 0.2 0.2 0.6
C -8.163 -13.865 17.168 -0.7 -0.4 -1.4
C -9.246 -11.078 16.201 0.0 -1.1 0.5
C -8.973 -13.588 14.044 -0.2 -0.5 1.3
H -4.198 -10.498 8.743 -0.4 0.1 1.1
H -3.177 -10.612 10.158 -0.1 0.0 0.2
H -4.620 -9.581 10.298 0.2 -0.3 -0.4
H -7.064 -11.485 9.162 -0.3 -0.1 0.5
H -7.487 -10.913 10.822 0.0 -0.3 -0.2
H -7.620 -12.676 10.383 0.1 0.6 0.0
H -4.669 -13.915 9.050 0.0 0.0 1.0
H -5.028 -14.479 10.763 0.0 0.1 -0.4
H -3.495 -13.772 10.379 1.0 0.1 0.1
H -4.061 -11.234 12.735 -0.2 -0.7 0.1
H -4.966 -12.765 13.067 0.2 -0.4 0.3
H -6.069 -11.574 16.161 -0.3 -0.2 -0.3
H -5.874 -12.977 15.129 -0.1 0.3 -0.4
H -7.743 -13.320 18.036 -0.3 -0.6 -0.4
H -7.558 -14.743 16.851 0.1 0.7 0.4
H -9.156 -14.343 17.350 0.5 0.7 0.4
H -8.435 -10.455 16.589 -0.1 0.3 -0.1
H -9.929 -11.257 17.066 0.4 0.0 -0.7
H -9.813 -10.565 15.431 0.1 0.2 -0.1
H -9.200 -14.619 14.461 0.2 0.9 -0.8
H -8.172 -13.669 13.264 -0.9 0.2 0.5
H -9.939 -13.150 13.692 1.0 -0.4 0.0
```
Forces are in eV/Å.

The calculation puts the gap between HOMO and LUMO at 0.2890 Ha. The spin multiplicity is 1. The value obtained for the HOMO energy is -8.5 eV.

These are the Löwdin partial charges, in e, on atoms 1 to 5: number 1, Cd, carries 1.248; number 2, O, carries 0.063; number 3, C, carries -0.295; number 4, C, carries 0.064; number 5, C, carries -0.181

***

Asked for M across the records above, the calculation gives 399.495; 976.296; 563.478; 742.692 g/mol in order.